ORCA calculation (wB97M-V/def2-TZVPD) on a structure of composition C43H39AsB2CeF10IN8O8S2Sb at a distorted geometry.

Geometry as XYZ:
```
116
Properties=species:S:1:pos:R:3:forces:R:3
Ce 0.67537 0.40249 1.80432 0.71 -0.38 -0.10
C -4.03562 -0.71858 1.98146 0.93 0.76 -0.10
C -2.61147 -0.16164 1.96533 -0.37 -2.72 -1.17
N -1.54395 -0.84379 1.63566 -0.43 -0.41 1.56
O -1.66625 -2.24205 1.55569 -0.19 0.95 -0.36
B -0.93524 -3.19473 2.47646 -0.56 -0.42 2.18
F -1.72471 -3.57868 3.68416 0.18 0.98 -1.93
F -0.50483 -4.32540 1.88227 -0.49 -0.01 -0.88
O 0.31125 -2.63359 3.06903 0.51 1.15 -0.11
N 0.36498 -1.35823 3.48620 -0.16 0.94 0.01
C 0.33069 -1.12830 4.76058 1.04 -2.24 -0.76
C 0.14353 -2.30377 5.66848 0.80 -0.19 0.45
C 0.81432 0.18956 5.15538 2.16 2.88 0.84
N 1.08223 1.05161 4.20666 -2.02 -0.15 -0.75
O 1.14939 2.42498 4.51299 -0.11 -1.52 -0.24
B -0.26240 3.02724 4.51799 0.64 0.39 -0.20
F -0.95196 2.51060 5.59478 -0.47 -0.46 -0.64
F -0.15340 4.37891 4.57885 0.21 -0.21 -0.13
O -0.99901 2.82709 3.11377 -0.09 -0.21 -0.07
N -1.25173 1.60367 2.61576 -0.08 -0.67 1.42
C -2.45821 1.23075 2.31319 0.50 2.54 -1.14
C -3.55356 2.26002 2.11767 0.09 -0.23 0.27
C 1.24541 0.66759 6.56650 0.04 -1.65 -1.21
H -4.40845 -0.76275 3.00850 0.06 -0.26 -0.09
H -4.65580 0.01423 1.45668 -0.01 -0.09 0.00
H -4.09040 -1.65949 1.45582 0.07 -0.33 0.20
H -0.70193 -2.93007 5.34241 0.13 0.53 0.25
H 1.03616 -3.00769 5.54120 -0.89 1.09 0.28
H 0.06157 -1.93109 6.70310 -0.03 -0.57 -0.39
H -3.76878 2.50000 1.05574 0.40 -0.57 0.42
H -4.48665 2.02508 2.60823 -0.25 -0.40 0.06
H -3.20637 3.15765 2.57814 0.28 0.73 0.22
H 0.55723 1.45149 6.73863 -0.68 0.71 1.08
H 1.26610 -0.16157 7.28004 -0.38 0.40 -0.01
H 2.25454 1.10762 6.52591 -0.43 -0.21 -0.32
S -2.00018 -1.46224 -1.68268 -3.04 -0.68 -0.46
C -1.21622 -3.02284 -1.74669 0.38 -2.31 -0.15
C -1.85573 -4.29269 -1.61444 -0.74 1.53 0.47
C -1.12176 -5.43449 -1.42298 0.14 -0.58 -0.26
C 0.26773 -5.45963 -1.50866 -0.97 1.27 -1.38
C 0.90243 -4.26957 -1.84533 0.05 0.41 1.04
C 0.19786 -3.05729 -1.84001 -1.60 1.42 -0.77
As 1.00921 -1.22151 -1.80804 1.53 -0.89 1.07
C 0.25513 0.14013 -3.01452 1.14 -0.56 -0.76
C -0.28003 -0.38854 -4.15689 1.44 0.03 1.54
C -1.34087 0.15592 -4.91298 0.06 -0.04 -1.68
C -2.04316 1.25852 -4.68067 -0.55 0.49 -0.42
C -1.72787 2.28681 -3.62617 0.53 -0.39 0.30
C 0.48827 1.61370 -2.65409 -0.65 0.99 -0.07
C 2.65045 -1.96259 -2.62096 0.20 1.28 1.16
C 3.54397 -2.63919 -1.75721 -0.06 0.99 -0.35
C 4.85667 -2.84515 -2.17263 0.62 -0.52 -0.46
C 5.25874 -2.54259 -3.47996 -2.18 0.48 -0.56
C 4.26121 -2.00320 -4.33623 1.66 -0.47 -1.22
C 3.00426 -1.60001 -3.90469 0.63 -0.77 -0.08
H -2.94767 -4.32288 -1.63149 0.36 -0.08 0.03
H -1.61588 -6.38652 -1.31765 -0.32 -0.02 0.14
H 0.73416 -6.40850 -1.63625 0.64 -0.43 0.47
H 1.96573 -4.26832 -2.00092 0.08 -0.01 -0.12
H 0.12596 -1.37592 -4.48082 -0.91 0.51 0.55
H -1.52780 -0.39009 -5.83704 -0.42 0.06 0.22
H -2.79134 1.48837 -5.44561 0.06 0.17 0.52
H -2.29974 3.21040 -3.87176 0.15 -0.52 0.38
H 1.57754 1.89466 -2.60035 -0.71 -0.81 -0.40
H 3.22310 -2.86217 -0.73511 0.28 0.01 -0.50
H 5.60232 -3.30346 -1.52892 -0.31 0.09 0.24
H 6.23412 -2.74366 -3.91813 -0.15 -0.10 0.47
H 4.52505 -1.97690 -5.42313 -0.30 0.46 1.01
H 2.32667 -1.10366 -4.59023 0.04 0.00 0.13
N 7.40351 3.98358 -0.75246 -1.42 0.88 0.36
C 6.05034 3.81563 -0.56475 2.33 -0.20 1.40
C 5.12788 3.94537 -1.56848 -2.72 -0.58 -1.23
C 3.76145 3.75331 -1.25710 1.26 0.86 -0.96
C 3.32930 3.30042 -0.01411 0.83 -0.91 0.75
C 4.30039 2.98059 0.95497 1.40 0.56 1.09
C 5.60972 3.41597 0.74070 -1.39 -0.39 -0.54
S 1.63409 3.10804 0.54954 -2.35 0.99 1.70
O 1.83426 2.41718 1.86371 0.25 -0.58 -0.61
O 1.10345 4.43194 0.76129 1.17 -1.02 -0.82
N 0.74647 2.01786 -0.20235 1.97 0.12 2.64
C -0.02876 2.34639 -1.29485 -0.83 0.33 -2.89
N 0.06545 3.80616 -1.62866 0.05 -0.63 -0.88
C -0.02186 3.89856 -2.89652 0.19 -0.76 0.50
C -0.20720 2.60496 -3.65191 0.43 -0.19 0.13
C -2.10243 1.88115 -2.17761 -0.66 1.09 1.46
N -1.44480 2.05823 -1.06133 -0.65 -1.30 -2.44
H 7.78687 4.28429 -1.63988 -0.37 -0.18 -0.24
H 7.95188 4.36842 0.01415 -0.09 -0.68 0.16
H 5.49042 4.13069 -2.57373 -0.44 0.27 -0.01
H 2.99754 4.03260 -1.95025 -0.20 -0.02 -0.69
H 4.03009 2.52549 1.93096 0.16 0.55 -0.89
H 6.34607 3.47334 1.49539 0.48 -0.47 1.00
H 0.00058 4.85419 -3.36665 -0.06 0.74 -0.34
H 0.17293 2.60631 -4.69709 -0.14 -0.01 0.79
H -3.17140 1.61236 -2.08531 0.63 0.00 0.17
I -9.02830 1.66811 0.80546 0.63 -0.96 -0.93
C -7.82806 0.42122 -0.51285 0.38 -0.01 0.61
C -7.96800 -0.95278 -0.63817 -1.13 -0.57 0.56
C -7.04158 -1.70829 -1.36291 0.19 0.09 -0.26
C -5.93830 -1.13514 -1.97654 1.37 1.01 0.14
C -5.83718 0.29921 -1.91375 1.00 -1.45 -0.35
C -6.73434 1.01796 -1.14273 -0.39 1.13 -0.89
C -4.75301 -2.06530 -2.44544 -1.37 -2.86 0.14
O -4.90099 -3.31148 -2.49413 0.59 4.11 0.34
O -3.60782 -1.42701 -2.80493 1.56 -0.01 1.26
H -8.80858 -1.50043 -0.15229 0.74 0.63 -0.43
H -7.16267 -2.77115 -1.46922 -0.07 -0.30 0.23
H -5.00253 0.79516 -2.46898 -0.94 -0.43 0.67
H -6.69483 2.11147 -1.17737 0.22 -0.37 0.25
F 3.00791 -0.11863 1.62055 -0.48 -0.44 0.87
Sb 4.21459 -1.75624 2.22118 0.32 -0.28 -0.90
F 3.27911 -1.99046 3.85671 0.23 0.47 -0.56
F 2.79618 -2.70172 1.37201 0.40 0.21 0.39
F 5.40054 -3.20425 2.50900 -0.74 0.67 -0.20
F 4.88216 -1.40004 0.45913 0.07 -0.08 1.11
F 5.39514 -0.51734 3.03327 -0.63 -0.18 -0.40
```
Forces are in eV/Å.

Calculated values
strongest force on any atom	4.2	eV Å⁻¹
HOMO-LUMO gap (alpha / beta)	5.13 / 3.00	eV
LUMO (alpha / beta)	-5.32 / -7.44	eV
net charge	+1
spin multiplicity	2
E_HOMO (alpha / beta)	-10.4422 / -10.4411	eV


ORCA calculation (wB97M-V/def2-TZVPD) on a structure of composition C15H8IN2OsS7.

Geometry as XYZ:
```
34
Properties=species:S:1:pos:R:3:forces:R:3
Os 0.45415 -0.35116 -0.74355 -0.62 -0.52 -0.23
S -2.74884 -4.66902 4.26236 -0.27 -0.19 0.29
C -2.07168 -3.75088 3.13251 0.32 0.02 -0.17
S -2.21799 -4.04270 1.42572 -0.12 -0.03 -0.14
C -1.20653 -2.76415 0.86272 0.08 0.10 0.40
C -0.62949 -1.96967 1.88341 -0.11 -0.12 -0.19
S 0.45700 -0.68450 1.65823 0.12 0.17 -0.10
S -1.03361 -2.40206 3.49555 -0.01 0.11 0.14
S -0.97330 -2.56989 -0.78922 0.19 0.14 -0.25
S 0.08853 -0.01978 -3.09318 0.10 -0.06 0.38
C -1.11421 0.98379 -2.35519 -0.11 0.12 0.07
N -1.19823 0.81885 -1.04506 -0.12 0.32 0.26
C -1.99747 1.79701 -0.42331 0.32 -0.50 -0.22
C -2.24602 1.93400 0.93321 -0.03 0.00 0.20
C -3.05414 2.98024 1.34011 0.02 -0.04 0.01
C -3.61537 3.86606 0.41469 0.02 -0.02 0.00
C -3.37376 3.72482 -0.93872 -0.04 -0.03 -0.07
C -2.55049 2.67905 -1.34307 -0.12 0.13 -0.21
S -2.04009 2.27527 -2.96922 -0.10 0.19 -0.19
H -1.80969 1.24063 1.64169 -0.02 0.04 -0.02
H -3.25671 3.11435 2.39412 -0.01 0.00 -0.01
H -4.24760 4.67395 0.75961 0.03 -0.04 0.00
H -3.81297 4.40496 -1.65818 0.04 -0.04 0.04
I 2.42265 1.99981 -0.33492 0.33 0.18 0.09
C 3.33832 0.14503 -0.62802 -0.06 0.00 0.02
C 4.70839 0.00675 -0.66426 0.08 -0.10 0.00
C 5.22431 -1.26879 -0.85003 0.10 0.10 0.01
C 4.35946 -2.34033 -0.99468 0.08 -0.13 -0.01
C 3.00194 -2.11545 -0.95917 -0.19 0.04 0.02
N 2.49607 -0.88658 -0.77688 0.12 0.15 -0.10
H 5.34718 0.86927 -0.54406 0.01 -0.02 -0.01
H 6.29624 -1.41922 -0.87986 -0.04 0.01 0.00
H 4.72461 -3.34705 -1.13956 0.02 0.03 0.00
H 2.27934 -2.91262 -1.07379 -0.01 0.00 -0.01
```
Forces are in eV/Å.

Calculated values
strongest force on any atom	0.8	eV Å⁻¹
HOMO-LUMO gap (alpha / beta)	7.32 / 5.93	eV
LUMO (alpha / beta)	-3.15 / -5.52	eV
net charge	+1
energy relative to the best compared isomer or geometry (same formula, charge and spin)	4.2	kcal/mol
spin multiplicity	5
E_HOMO (alpha / beta)	-10.4643 / -11.4428	eV


ORCA calculation (wB97M-V/def2-TZVPD) on a cluster of 2 separate species, C2H8N2O in total at a distorted geometry.

Geometry as XYZ:
```
13
Properties=species:S:1:pos:R:3:forces:R:3
N 2.07485 0.88235 0.74746 0.12 0.61 1.45
C 1.02657 -0.05046 0.70793 0.03 -0.72 -1.36
C -0.25228 -0.10593 1.08823 0.18 -0.44 0.63
N -1.10324 -0.99981 0.38416 -0.30 -0.99 -0.13
H 2.19802 1.31230 -0.15743 0.09 -0.29 -0.27
H 1.89695 1.65662 1.37544 -0.04 -0.05 0.21
H 1.32977 -0.91496 0.10797 -0.25 0.42 -0.60
H -0.62845 0.27845 2.02645 -0.27 1.04 -0.34
H -0.78413 -1.95531 0.32655 0.31 -0.06 -0.12
H -2.09278 -1.05538 0.58104 0.22 0.57 0.51
O -1.36383 -0.00667 -2.54553 0.08 0.04 -0.07
H -0.87437 0.08517 -1.71592 -0.24 -0.12 0.03
H -1.42706 0.87364 -2.92634 0.07 0.00 0.06
```
Forces are in eV/Å.

Calculated values
strongest force on any atom	1.6	eV Å⁻¹
HOMO-LUMO gap	8.75	eV
LUMO	0.94	eV
energy relative to the best compared isomer or geometry (same formula, charge and spin)	55.1	kcal/mol
E_HOMO	-7.8130	eV
SMILES	N/C=C/N.O